Entry from the Open Molecules 2025 dataset: a cluster of 15 separate species, C12H54O21 in total at a distorted geometry (the ωB97M-V functional and the def2-TZVPD basis).

Properties
**Molecular weight**: 534.54 g/mol
**Max |F|**: 2.93 eV/Å
**Relative energy (zero: lowest compared OMol25 entry of this formula, charge and spin)**: 19.6 kcal per mole
**DFT total energy**: -56315.342 eV
**LUMO**: 0.18 eV
**Kohn-Sham gap**: 10.244 eV
**HOMO**: -10.062 eV

Geometry as ORCA input:
```
! wB97M-V def2-TZVPD RIJCOSX def2/J DEFGRID3
* xyz 0 1
O 1.002 -1.452 4.828
H 0.494 -2.212 5.103
H 1.005 -0.974 5.671
O -1.614 2.533 -1.323
H -1.805 1.576 -1.535
H -2.255 2.533 -0.525
O -4.077 -0.507 1.191
H -4.094 -0.660 2.131
H -3.217 -0.153 0.918
O -2.199 1.979 3.023
H -1.855 2.845 3.267
H -1.421 1.438 2.741
O 2.371 4.722 0.097
H 2.190 3.938 -0.465
H 2.375 4.369 1.028
O -3.426 -0.083 4.315
H -3.781 -0.034 5.251
H -3.048 0.797 4.201
O -3.828 2.278 0.268
H -4.576 1.747 -0.010
H -3.559 1.889 1.153
O -2.107 -2.456 2.982
H -2.416 -1.833 3.657
H -1.686 -1.890 2.339
O 1.263 3.030 -1.997
H 0.344 3.306 -2.136
H 1.516 2.493 -2.718
C -1.271 4.811 1.471
C -0.450 5.001 2.685
O -1.098 4.431 3.846
O -2.463 5.603 1.578
H -1.549 3.757 1.313
H -0.708 5.239 0.709
H -0.133 6.030 2.949
H 0.458 4.432 2.476
H -1.889 4.989 3.933
H -3.332 5.153 1.593
C 5.095 -0.662 -2.847
C 5.020 -0.119 -1.427
O 4.045 -0.851 -0.693
O 5.346 -2.085 -2.879
H 5.895 -0.131 -3.389
H 4.104 -0.472 -3.377
H 4.669 0.942 -1.569
H 6.037 -0.186 -1.006
H 4.081 -1.807 -0.735
H 6.188 -2.199 -2.427
C -0.083 -0.270 -4.362
C -0.059 -1.711 -3.971
O -0.003 -1.855 -2.514
O 0.990 0.497 -3.855
H -1.037 0.099 -3.882
H -0.148 -0.036 -5.423
H 0.750 -2.285 -4.359
H -0.919 -2.181 -4.331
H -0.601 -2.575 -2.294
H 1.027 0.305 -2.903
C 2.154 -3.739 -0.673
C 2.052 -4.979 -1.572
O 1.824 -6.105 -0.786
O 0.860 -3.475 -0.134
H 2.294 -2.792 -1.275
H 2.977 -3.817 0.061
H 2.958 -5.132 -2.237
H 1.152 -4.841 -2.246
H 1.548 -6.876 -1.284
H 0.707 -3.806 0.762
C -2.932 -2.599 -0.710
C -3.152 -1.417 -1.586
O -2.018 -0.464 -1.359
O -1.835 -3.366 -1.188
H -3.823 -3.266 -0.835
H -2.922 -2.247 0.343
H -4.052 -0.949 -1.271
H -3.217 -1.718 -2.591
H -1.209 -0.876 -1.731
H -1.156 -3.188 -0.543
C 1.192 -0.044 1.836
C 1.069 0.848 0.649
O 0.083 1.886 1.009
O -0.093 -0.670 2.025
H 1.437 0.600 2.653
H 2.034 -0.781 1.693
H 0.787 0.300 -0.222
H 1.977 1.438 0.459
H -0.311 2.178 0.184
H 0.053 -1.183 2.807
*
```

Atomic partial charges in e from the Löwdin method, atoms 1 to 6: -0.0360, 0.0388, 0.0564, -0.1154, 0.0335, 0.0290



Entry from the Open Molecules 2025 dataset: a structure of composition C41H41F5KN3Se (the ωB97M-V functional and the def2-TZVPD basis).

Properties
**Molecular weight**: 788.85 g/mol
**Max |F|**: 0.70 eV/Å
**Relative energy (zero: lowest compared OMol25 entry of this formula, charge and spin)**: 13.1 kcal per mole
**DFT total energy**: -142914.088 eV
**LUMO**: 4.14 eV
**Kohn-Sham gap**: 5.658 eV
**HOMO**: -1.520 eV

Geometry as ORCA input:
```
! wB97M-V def2-TZVPD RIJCOSX def2/J DEFGRID3
* xyz -2 1
K 0.251 -0.119 0.296
C -0.031 0.565 -3.279
C -0.847 -0.591 -3.232
C -1.915 -0.304 -2.324
C -1.694 1.009 -1.839
C -0.543 1.555 -2.427
C -0.123 3.010 -2.391
C -0.371 3.646 -1.019
C 1.363 3.170 -2.729
C -0.948 3.782 -3.439
C -3.134 -1.107 -1.860
C -4.156 -0.200 -1.151
C -2.742 -2.193 -0.838
C -3.901 -1.753 -3.026
C -0.534 -1.796 -4.127
C -1.452 -1.809 -5.366
C 0.907 -1.725 -4.669
C -0.624 -3.146 -3.399
H 0.841 0.699 -3.903
H -2.363 1.562 -1.195
H 0.242 3.177 -0.249
H -1.417 3.549 -0.720
H -0.124 4.712 -1.049
H 1.971 2.570 -2.050
H 1.657 4.219 -2.625
H 1.577 2.855 -3.754
H -2.010 3.730 -3.191
H -0.812 3.337 -4.427
H -0.652 4.838 -3.480
H -3.752 0.201 -0.221
H -5.052 -0.778 -0.905
H -4.448 0.635 -1.791
H -2.346 -1.723 0.066
H -1.973 -2.855 -1.233
H -3.612 -2.798 -0.557
H -4.135 -0.997 -3.780
H -4.841 -2.187 -2.668
H -3.334 -2.546 -3.506
H -1.291 -0.895 -5.942
H -2.505 -1.844 -5.090
H -1.228 -2.670 -6.008
H 1.025 -0.914 -5.388
H 1.156 -2.662 -5.179
H 1.612 -1.575 -3.855
H -1.626 -3.362 -3.039
H 0.058 -3.145 -2.545
H -0.332 -3.961 -4.070
C -1.924 0.659 4.785
C -1.876 -0.052 3.575
N -0.815 -0.700 3.157
C 0.289 -0.714 3.936
C 0.320 -0.084 5.212
C -0.828 0.639 5.599
C 1.461 -0.192 6.032
C 2.532 -0.928 5.590
C 2.532 -1.542 4.338
C 1.456 -1.416 3.449
N 1.479 -1.821 2.166
C 2.163 -2.874 1.716
C 2.376 -4.061 2.445
C 3.056 -5.147 1.905
C 3.566 -5.121 0.624
C 3.383 -3.966 -0.162
C 3.884 -3.851 -1.478
C 3.706 -2.692 -2.181
C 3.002 -1.639 -1.571
N 2.498 -1.714 -0.363
C 2.678 -2.842 0.359
H -2.817 1.211 5.053
H -2.745 -0.084 2.923
H -0.816 1.187 6.536
H 1.480 0.313 6.991
H 3.414 -1.018 6.218
H 3.410 -2.081 4.002
H 1.977 -4.113 3.450
H 3.192 -6.039 2.509
H 4.111 -5.964 0.214
H 4.409 -4.695 -1.914
H 4.080 -2.581 -3.191
H 2.836 -0.705 -2.101
F -0.746 7.384 5.519
C -0.356 6.290 4.833
C 0.986 5.974 4.716
F 1.899 6.775 5.298
C 1.378 4.853 4.017
F 2.691 4.606 3.945
C 0.468 3.977 3.397
Se 1.020 2.438 2.529
C -0.880 4.346 3.536
F -1.833 3.590 2.977
C -1.288 5.463 4.234
F -2.595 5.765 4.347
*
```

Atomic partial charges in e from the Löwdin method, atoms 1 to 6: 0.5987, -0.0687, -0.1581, -0.1784, -0.1181, -0.2790



Entry from the Open Molecules 2025 dataset: a structure of composition C23H30BrF3N3O6S2Ti at a distorted geometry (the ωB97M-V functional and the def2-TZVPD basis).

Properties
**Molecular weight**: 693.41 g/mol
**Max |F|**: 1.72 eV/Å
**Relative energy (zero: lowest compared OMol25 entry of this formula, charge and spin)**: 0.0 kcal per mole
**DFT total energy**: -164083.122 eV
**LUMO (spin up / spin down)**: 2.34 / 2.33 eV
**Kohn-Sham gap (spin up / spin down)**: 5.445 / 8.177 eV
**HOMO (spin up / spin down)**: -3.108 / -5.847 eV

Geometry as ORCA input:
```
! wB97M-V def2-TZVPD RIJCOSX def2/J DEFGRID3
* xyz -1 3
Ti 0.842 -0.012 -0.631
F 3.540 0.455 3.415
C 2.300 0.835 3.033
F 2.455 1.711 2.030
F 1.753 1.488 4.062
C 1.474 -0.421 2.626
O 1.191 -1.182 3.538
O 1.255 -0.519 1.390
S 5.200 1.404 -1.403
C 3.477 1.351 -1.406
N 2.942 0.247 -1.010
C 3.918 -0.694 -0.676
C 3.669 -1.988 -0.211
C 4.748 -2.783 0.101
C 6.063 -2.315 -0.042
C 6.323 -1.042 -0.500
C 5.231 -0.232 -0.816
H 2.875 2.195 -1.723
H 2.652 -2.341 -0.104
H 4.576 -3.787 0.467
H 6.890 -2.963 0.219
H 7.337 -0.678 -0.604
C -1.305 -5.594 0.491
C -1.569 -4.741 -0.746
C -2.211 -3.401 -0.410
S -1.040 -2.361 0.522
O -1.233 -0.979 -0.052
C -1.770 -2.311 2.183
C -2.813 -1.219 2.370
C -4.133 -1.464 1.648
H -0.875 -6.561 0.224
H -2.228 -5.780 1.047
H -0.603 -5.098 1.166
H -2.230 -5.275 -1.435
H -0.640 -4.549 -1.288
H -3.148 -3.522 0.135
H -2.384 -2.803 -1.304
H -0.907 -2.133 2.830
H -2.154 -3.318 2.380
H -2.373 -0.278 2.036
H -2.976 -1.109 3.445
H -4.006 -1.388 0.566
H -4.877 -0.720 1.939
H -4.542 -2.453 1.876
Br 0.631 -1.776 -2.632
C 0.576 5.146 -1.018
C -0.360 4.584 -2.085
C -1.259 3.450 -1.566
C -2.136 2.900 -2.707
C -3.008 1.722 -2.277
C -2.167 4.011 -0.487
O -2.928 4.938 -0.695
N -2.087 3.412 0.735
C -1.252 2.330 1.113
O -1.356 1.912 2.245
N -0.393 1.853 0.176
C -0.385 2.323 -1.061
O 0.393 1.768 -1.872
H 1.198 5.943 -1.427
H 1.238 4.371 -0.622
H 0.016 5.564 -0.178
H 0.214 4.181 -2.920
H -1.012 5.370 -2.468
H -1.462 2.590 -3.506
H -2.752 3.723 -3.075
H -2.401 0.890 -1.913
H -3.600 1.355 -3.116
H -3.703 2.011 -1.483
H -2.696 3.761 1.461
*
```

Atomic partial charges in e from the Löwdin method, atoms 1 to 6: 0.5904, 0.1256, -0.5443, 0.1277, 0.1451, -0.5596



Entry from the Open Molecules 2025 dataset: a structure of composition C32H57AuN4O2P2S4 (the ωB97M-V functional and the def2-TZVPD basis).

Properties
**Molecular weight**: 917.02 g/mol
**Max |F|**: 0.32 eV/Å
**Relative energy (zero: lowest compared OMol25 entry of this formula, charge and spin)**: 0.0 kcal per mole
**DFT total energy**: -109773.638 eV
**LUMO (spin up / spin down)**: -1.61 / -5.16 eV
**Kohn-Sham gap (spin up / spin down)**: 7.657 / 5.348 eV
**HOMO (spin up / spin down)**: -9.263 / -10.504 eV

Geometry as ORCA input:
```
! wB97M-V def2-TZVPD RIJCOSX def2/J DEFGRID3
* xyz 1 4
Au 0.443 0.214 0.232
C -5.038 -0.799 2.985
C -4.354 0.040 1.934
O -3.921 -0.817 0.861
P -2.446 -0.840 0.274
S -1.094 -1.104 1.730
S -1.969 0.750 -0.808
O -2.517 -2.167 -0.590
C -3.568 -2.314 -1.582
C -3.159 -3.405 -2.537
H -5.412 -0.159 3.785
H -4.337 -1.517 3.411
H -5.878 -1.342 2.554
H -3.486 0.554 2.354
H -5.028 0.779 1.501
H -3.703 -1.361 -2.099
H -4.489 -2.560 -1.054
H -2.264 -3.119 -3.088
H -3.962 -3.585 -3.252
H -2.958 -4.331 -1.998
N 3.944 4.500 -4.493
C 3.121 3.417 -4.700
S 2.891 2.984 -6.356
C 2.512 2.741 -3.627
C 1.507 1.760 -3.819
C 0.955 1.127 -2.738
N 1.318 1.388 -1.471
C 2.263 2.321 -1.266
C 2.877 3.005 -2.283
H 4.487 4.839 -5.271
H 3.646 5.207 -3.838
H 1.158 1.517 -4.814
H 0.186 0.373 -2.865
H 2.527 2.504 -0.231
H 3.664 3.707 -2.047
C 6.256 -0.215 -0.916
C 5.493 0.707 0.030
C 4.363 -0.064 0.730
C 3.756 -1.148 -0.190
C 3.868 -0.690 -1.650
C 5.345 -0.669 -2.068
P 2.059 -1.564 0.377
C 1.461 -3.066 -0.505
C 0.811 -2.734 -1.862
C 0.558 -4.025 -2.635
C 1.872 -4.728 -3.019
C 3.008 -4.394 -2.045
C 2.481 -4.230 -0.622
C 2.195 -2.082 2.144
C 2.206 -0.919 3.145
C 1.816 -1.446 4.534
C 2.390 -2.850 4.795
C 3.662 -3.057 3.981
C 3.340 -3.067 2.477
H 6.612 -1.082 -0.351
H 7.145 0.279 -1.309
H 5.081 1.545 -0.541
H 6.157 1.138 0.780
H 3.581 0.633 1.055
H 4.752 -0.538 1.633
H 4.341 -2.068 -0.086
H 3.442 0.305 -1.738
H 3.303 -1.324 -2.329
H 5.459 0.001 -2.924
H 5.644 -1.664 -2.409
H 0.647 -3.385 0.157
H 1.444 -2.069 -2.458
H -0.124 -2.201 -1.682
H -0.030 -3.820 -3.531
H -0.055 -4.683 -2.012
H 2.166 -4.443 -4.031
H 1.711 -5.808 -3.039
H 3.510 -3.477 -2.354
H 3.769 -5.175 -2.070
H 3.310 -4.112 0.073
H 1.975 -5.155 -0.333
H 1.245 -2.609 2.287
H 1.522 -0.122 2.849
H 3.202 -0.476 3.179
H 0.727 -1.468 4.620
H 2.176 -0.745 5.290
H 1.662 -3.617 4.513
H 2.583 -2.990 5.859
H 4.157 -3.991 4.249
H 4.370 -2.255 4.209
H 3.042 -4.075 2.186
H 4.247 -2.828 1.916
C -0.287 4.429 -0.654
N -1.210 3.932 0.332
C -2.620 4.304 0.309
C -3.226 3.460 1.440
N -2.030 2.918 2.080
C -0.920 3.132 1.354
S 0.592 2.484 1.767
H -0.248 5.520 -0.625
H -0.596 4.110 -1.652
H 0.702 4.031 -0.436
H -3.057 4.069 -0.662
H -2.725 5.377 0.489
H -3.846 2.661 1.040
H -3.810 4.059 2.137
H -2.026 2.198 2.781
*
```

Atomic partial charges in e from the Löwdin method, atoms 1 to 6: 0.4398, -0.0569, -0.2945, -0.3132, -0.1183, 0.3666